Entry 1:
2 unconnected molecules or ions with the total composition C7H15NO2 in a non-equilibrium geometry, computed with ωB97M-V/def2-TZVPD.

XYZ file:
```
25
Properties=species:S:1:pos:R:3
C 4.47 8.22 -2.74
C 3.12 8.93 -2.69
C 2.35 8.76 -3.98
C 1.27 9.74 -4.33
C 2.57 9.75 -5.10
N 2.30 8.52 -1.53
C 1.74 7.17 -1.53
C 1.72 9.47 -0.69
O 0.78 9.28 0.07
H 4.35 7.13 -2.85
H 5.04 8.59 -3.60
H 5.05 8.42 -1.83
H 3.30 10.00 -2.55
H 2.19 7.72 -4.29
H 0.37 9.37 -4.83
H 1.09 10.57 -3.64
H 3.26 10.57 -4.91
H 2.57 9.37 -6.12
H 2.47 6.46 -1.92
H 1.48 6.89 -0.51
H 0.83 7.13 -2.15
H 2.07 10.50 -0.93
O 3.93 8.06 0.92
H 3.64 8.00 -0.04
H 4.57 8.79 0.83
```

SMILES = C[C@@H](C1CC1)N(C)C=O.O
LUMO energy = 0.7 eV
ΔE to the lowest compared entry with this formula, charge and spin = 158.5 kJ/mol
Total charge = 0

Entry 2:
2 unconnected molecules or ions with the total composition C7H15NO2PS in a non-equilibrium geometry, computed with ωB97M-V/def2-TZVPD.

XYZ file:
```
27
Properties=species:S:1:pos:R:3
C -2.01 1.12 0.23
C 0.67 -2.58 0.02
C -0.34 -1.52 -0.41
C 0.72 -1.14 0.41
C -2.32 2.20 -0.78
C -2.76 -0.22 -0.36
C 2.61 0.67 -0.73
N 0.53 -0.78 1.87
O -1.35 1.11 1.27
O 1.88 1.60 -1.22
P 2.99 0.81 1.04
S -2.02 -1.74 0.31
H 0.31 -3.27 0.92
H 1.40 -2.84 -0.71
H -0.39 -1.24 -1.52
H -1.78 3.18 -0.66
H -2.12 1.80 -1.79
H -3.37 2.34 -0.90
H -2.62 -0.38 -1.44
H -3.88 0.02 -0.14
H 2.87 -0.19 -1.43
H 0.45 -1.50 2.47
H -0.34 -0.34 1.78
H 1.31 -0.09 2.16
H 1.68 1.42 -2.18
H 3.87 1.80 0.99
H 4.00 -0.25 0.81
```

LUMO energy (alpha / beta) = -3.8 / -4.4 eV
Total charge = +1

Entry 3:
A single C7H15NO3S molecule in a non-equilibrium geometry, computed with ωB97M-V/def2-TZVPD.

XYZ file:
```
27
Properties=species:S:1:pos:R:3
C -1.97 -2.26 1.62
C -2.05 -0.72 1.91
S -1.89 0.52 0.56
C -0.10 0.16 0.36
C 0.88 1.26 0.07
N 0.81 2.48 0.66
C 0.82 1.36 -1.53
O 1.71 2.27 -2.07
C 0.85 -0.14 -1.96
O 2.17 -0.66 -2.12
C 0.12 -0.94 -0.78
O 0.91 -2.05 -0.41
H -1.93 -2.84 2.63
H -3.01 -2.61 1.12
H -1.05 -2.44 0.76
H -3.07 -0.60 2.25
H -1.33 -0.41 2.67
H 0.32 -0.07 1.40
H 1.91 0.87 0.42
H 0.70 2.55 1.72
H -0.16 2.86 0.41
H -0.23 1.59 -1.68
H 1.54 3.08 -1.36
H 0.21 -0.20 -2.90
H 2.75 0.14 -2.20
H -0.79 -1.49 -1.03
H 1.89 -1.71 -0.52
```

SMILES = CCS[C@@H]1[C@H](N)[C@@H](O)[C@@H](O)[C@H]1O
LUMO energy = 0.6 eV
ΔE to the lowest compared entry with this formula, charge and spin = 231.1 kJ/mol
Total charge = 0

Entry 4:
2 unconnected molecules or ions with the total composition C7H15NS in a non-equilibrium geometry, computed with ωB97M-V/def2-TZVPD.

XYZ file:
```
24
Properties=species:S:1:pos:R:3
C -0.47 1.76 -1.90
C -2.05 3.23 0.42
C 0.73 -1.92 -0.83
C -0.25 -2.33 0.29
C 1.36 -0.61 -0.62
C 0.48 -2.19 1.65
C 1.77 -0.38 0.89
N 1.39 -1.08 1.85
S -1.06 1.78 -0.29
H -0.62 2.76 -2.37
H -0.94 1.09 -2.53
H -2.85 2.69 1.01
H -2.49 3.70 -0.36
H 1.52 -2.74 -0.90
H 0.21 -1.90 -1.78
H -0.97 -1.53 0.16
H -0.64 -3.34 0.26
H 2.30 -0.51 -1.12
H 0.61 0.22 -0.89
H -0.25 -2.16 2.55
H 1.15 -2.95 2.00
H -1.48 3.69 1.08
H 2.53 0.47 1.10
H 0.00 2.25 0.30
```

LUMO energy = 0.5 eV
ΔE to the lowest compared entry with this formula, charge and spin = 300.7 kJ/mol
Total charge = 0

Entry 5:
A single C7H15NSi molecule in a non-equilibrium geometry, computed with ωB97M-V/def2-TZVPD.

XYZ file:
```
24
Properties=species:S:1:pos:R:3
C 4.02 0.49 0.29
C 2.66 0.09 0.15
C 1.52 -0.37 0.23
Si -0.26 -0.69 -0.07
C -0.75 -1.44 -1.84
C -0.70 -2.07 1.07
N -1.13 0.82 0.15
C -1.29 1.81 -0.87
C -1.88 1.20 1.38
H 4.59 0.34 -0.61
H 3.97 1.58 0.39
H 4.49 0.13 1.30
H -1.75 -1.83 -1.93
H -0.77 -0.61 -2.60
H -0.12 -2.17 -2.38
H -1.42 -2.74 0.73
H 0.18 -2.68 1.36
H -1.05 -1.75 2.03
H -0.97 2.80 -0.58
H -0.70 1.47 -1.73
H -2.27 1.81 -1.21
H -2.91 0.62 1.39
H -1.25 0.90 2.17
H -2.20 2.27 1.15
```

SMILES = CC#C[Si](C)(C)N(C)C
LUMO energy = 0.9 eV
ΔE to the lowest compared entry with this formula, charge and spin = 86.4 kJ/mol
Total charge = 0

Entry 6:
A gas-phase ion, C7H15O5S (charge -1) in a non-equilibrium geometry, computed with ωB97M-V/def2-TZVPD.

XYZ file:
```
28
Properties=species:S:1:pos:R:3
C -1.77 0.49 1.13
C -1.12 0.46 -0.20
C 0.05 -0.50 -0.25
C -0.41 -1.83 0.39
C 0.33 -0.69 -1.71
C 1.26 0.03 0.57
C 1.51 1.66 0.37
O 1.87 2.07 -0.92
O 2.38 2.13 1.37
S 2.87 -0.66 -0.14
O 3.81 0.08 0.77
O 2.73 -2.10 0.07
O 3.10 -0.23 -1.51
H -2.48 1.30 1.19
H -1.05 0.74 1.86
H -2.25 -0.42 1.36
H -0.83 1.49 -0.59
H -1.81 0.10 -1.05
H -1.51 -2.01 0.23
H -0.42 -1.89 1.46
H 0.29 -2.56 0.05
H 0.66 0.20 -2.24
H 1.17 -1.45 -1.75
H -0.42 -1.18 -2.26
H 1.39 -0.30 1.55
H 0.53 2.00 0.77
H 2.72 1.46 -1.24
H 3.04 1.31 1.39
```

SMILES = CCC(C)(C)[C@H](C(O)O)S(=O)(=O)[O-]
LUMO energy = 3.3 eV
ΔE to the lowest compared entry with this formula, charge and spin = 0.0 kJ/mol
Total charge = -1

Entry 7:
A single C7H15O6PS molecule in a non-equilibrium geometry, computed with ωB97M-V/def2-TZVPD.

XYZ file:
```
30
Properties=species:S:1:pos:R:3
C 2.39 0.47 0.91
C 2.38 2.05 1.18
S 1.57 3.07 -0.13
C 0.21 2.12 -0.96
O 0.64 0.92 -1.67
P -0.56 -0.30 -1.62
O -0.44 -1.08 -2.95
O -0.17 -1.40 -0.38
C 0.91 -2.25 -0.87
C 1.65 -2.88 0.42
O 0.92 -3.03 1.44
O -2.13 0.33 -1.55
C -2.97 -0.37 -0.59
C -3.11 0.45 0.80
O -1.85 0.54 1.52
H 1.37 -0.03 1.05
H 2.84 0.19 -0.11
H 3.10 0.00 1.69
H 1.98 2.24 2.24
H 3.48 2.38 1.21
H -0.65 1.94 -0.22
H -0.24 2.83 -1.76
H 1.63 -1.70 -1.57
H 0.49 -3.13 -1.46
H 2.76 -3.15 0.46
H -2.71 -1.47 -0.43
H -4.03 -0.36 -1.03
H -3.92 -0.07 1.43
H -3.50 1.49 0.50
H -2.05 0.22 2.43
```

SMILES = CCSCO[P@@](=O)(OCC=O)OCCO
LUMO energy = 0.4 eV
Total charge = 0

Entry 8:
A molecular structure, C7H15OP in a non-equilibrium geometry, computed with ωB97M-V/def2-TZVPD.

XYZ file:
```
24
Properties=species:S:1:pos:R:3
C -0.74 -1.63 0.57
C -1.74 -0.89 0.10
C -3.18 -0.99 0.47
C 0.24 1.81 1.43
C 2.34 -0.76 0.27
C 0.88 -0.10 -2.34
C 0.76 1.57 0.01
O -1.37 0.16 -0.59
P 0.56 -0.26 -0.47
H -0.58 -2.49 1.22
H -3.30 -1.08 1.54
H -3.61 -1.81 0.05
H -3.75 -0.12 -0.01
H -0.74 1.70 1.32
H 0.69 1.14 2.20
H 0.40 2.78 1.72
H 2.21 -0.46 1.31
H 2.43 -1.86 0.30
H 3.14 -0.37 -0.32
H 1.94 0.16 -2.22
H 0.96 -1.04 -2.81
H 0.45 0.66 -2.90
H 1.87 1.65 -0.17
H 0.14 2.25 -0.69
```

LUMO energy = 0.9 eV
ΔE to the lowest compared entry with this formula, charge and spin = 225.6 kJ/mol
Total charge = 0